# C3H11NS

A cluster of 2 separate species, C3H11NS in total (ωB97M-V/def2-TZVPD, the Open Molecules 2025 dataset).

Calculated values
**HOMO**: -8.5988 eV
**Charge**: 0
**E_tot**: -573.816659 Eh
**F_max**: 0.63 eV/A
**Relative energy (zero: lowest compared OMol25 entry of this formula, charge and spin)**: 9.3 kcal per mole
**Gap between HOMO and LUMO**: 9.6 eV
**SMILES**: CCS.CN
**Multiplicity**: 1

Last column: Löwdin charge in e.
Element x y z (Å)
C -2.012 0.210 0.202  -0.1884
C -2.029 -1.299 0.361  -0.6181
S -0.391 -2.091 0.231  0.6663
H -1.506 0.499 -0.720  0.0586
H -1.527 0.743 1.019  0.0661
H -3.017 0.635 0.141  0.0680
H -2.679 -1.720 -0.398  0.0536
H -2.377 -1.575 1.352  0.0523
H 0.426 -1.141 -0.288  -0.1907
C 1.800 1.193 -0.027  -0.2027
N 2.448 0.021 -0.624  -0.0766
H 2.426 2.078 0.111  0.0646
H 0.963 1.471 -0.671  0.0617
H 1.361 0.919 0.933  0.0629
H 3.271 -0.227 -0.097  0.0583
H 2.844 0.286 -1.524  0.0642